Below is C21H21BrIN3O3V as an isolated structure, with properties calculated with ωB97M-V with the def2-TZVPD basis set.

The geometry in ORCA input format:
```
! wB97M-V def2-TZVPD RIJCOSX def2/J DEFGRID3
* xyz 3 1
V 0.42 0.51 -0.34
C -3.08 -0.88 -2.75
C -3.03 -1.37 -1.34
N -4.01 -2.19 -0.92
C -4.03 -2.64 0.32
C -3.08 -2.33 1.32
C -3.26 -2.99 2.66
O -2.53 -2.30 3.66
C -2.05 -1.48 0.92
C -0.98 -1.07 1.81
N 0.05 -0.32 1.53
C 1.01 -0.16 2.60
C 1.31 -1.18 3.50
C 2.21 -0.94 4.53
C 2.82 0.30 4.67
C 2.56 1.32 3.77
C 1.66 1.05 2.75
I 1.20 2.50 1.33
C -2.07 -1.04 -0.41
O -1.04 -0.18 -0.74
H -3.19 -1.73 -3.42
H -2.19 -0.31 -3.02
H -3.95 -0.24 -2.88
H -4.86 -3.29 0.56
H -2.91 -4.03 2.58
H -4.32 -3.03 2.89
H -3.00 -2.36 4.50
H -1.07 -1.44 2.83
H 0.87 -2.17 3.39
H 2.44 -1.74 5.22
H 3.51 0.48 5.48
H 3.04 2.28 3.87
C 3.20 2.75 -4.45
C 1.96 2.80 -3.61
C 0.91 3.68 -3.89
C -0.23 3.69 -3.10
C -0.32 2.82 -2.04
Br -1.81 2.85 -0.91
N 0.66 1.93 -1.77
C 1.79 1.95 -2.54
H 3.39 3.72 -4.91
H 3.08 2.02 -5.25
H 4.07 2.47 -3.86
H 0.99 4.37 -4.72
H -1.04 4.39 -3.30
H 2.56 1.24 -2.26
C 2.52 -1.64 -0.87
O 1.74 -0.41 -0.60
H 2.58 -1.72 -1.96
H 1.98 -2.47 -0.42
H 3.49 -1.46 -0.41
*
```

Calculated values
* ΔE to the lowest compared entry with this formula, charge and spin: 22.5 kJ/mol
* Kohn-Sham gap: 0.20871 hartree
* DFT total energy: -136533.4504 eV